# 1
Here is C26H56CaN11O12 as an isolated structure from the Open Molecules 2025 dataset. Energies are from the ωB97M-V functional and the def2-TZVPD basis.

DFT total energy   -87276.5443 eV
Strongest force on any atom   5.79 eV/Å
Highest occupied orbital energy   -3.91 eV

Geometry as ORCA input:
```
! RIJCOSX wB97M-V def2-TZVPD def2/J DEFGRID3
* xyz -1 1
Ca 0.0115 0.0996 0.4134
C 2.7361 3.7008 0.3570
C 2.0746 3.8066 -1.0583
C 3.0096 4.6959 -1.9082
C 2.6751 4.8222 -3.4329
C 2.5757 3.3828 -4.0071
C 1.6465 2.4232 -3.2527
N 2.0191 2.4242 -1.7600
O 1.5058 1.2894 -1.0943
C 1.9848 0.9906 -3.9446
C 0.1446 2.8587 -3.5420
C 0.6528 4.5242 -0.9440
H 3.6201 3.0973 0.1511
H 2.2345 3.1513 1.1536
H 3.0726 4.6507 0.7723
H 4.0361 4.3482 -1.7915
H 3.1014 5.7268 -1.5664
H 3.5082 5.2973 -3.9509
H 1.7701 5.3951 -3.6348
H 3.5998 3.0111 -3.9725
H 2.2872 3.4253 -5.0574
H 1.6188 0.1317 -3.3821
H 3.0525 0.7733 -3.9744
H 1.6310 0.9075 -4.9722
H -0.4214 2.6559 -2.6329
H -0.2187 2.2908 -4.3985
H 0.0334 3.9188 -3.7698
H 0.4549 5.0966 -1.8502
H 0.5633 5.2169 -0.1072
H -0.1134 3.7633 -0.7956
C -1.8825 -2.4905 3.7248
C -2.4139 -1.4305 3.0045
C -3.6080 -0.6204 3.5716
O -4.1425 0.3865 2.9332
C -4.1702 -0.9653 4.7838
C -3.7821 -2.1622 5.4702
C -2.5001 -2.9348 4.9568
O -1.9807 -3.7798 5.7264
O -4.4927 -2.7621 6.3238
O -1.6355 -1.0392 1.9767
H -1.0789 -3.1018 3.3415
H -5.0435 -0.4308 5.1274
C -3.4147 -5.0276 1.9705
C -2.0161 -5.2551 1.3824
C -1.7634 -6.3317 0.3244
O -1.7500 -4.0494 0.7207
H -3.6753 -5.8927 2.5804
H -4.1199 -4.9536 1.1426
H -3.7126 -4.0741 2.4066
H -1.2909 -5.3761 2.1871
H -0.7729 -6.3559 -0.1301
H -2.5787 -6.3092 -0.3987
H -1.8783 -7.3191 0.7715
H -1.8991 -3.3408 1.3510
C -3.8599 -0.3274 -1.4899
C -2.9160 0.8069 -1.4162
C -3.5836 2.1438 -1.6448
O -2.3371 0.8109 -0.1854
H -3.3350 -1.2827 -1.5023
H -4.3421 -0.2543 -2.4646
H -4.7236 -0.3876 -0.8277
H -2.1273 0.6543 -2.1529
H -3.9910 2.3702 -2.6301
H -2.8446 2.9441 -1.6060
H -4.4101 2.3428 -0.9627
H -3.0089 1.0177 0.4685
C -0.8633 -1.9811 -2.3609
O -0.7295 -1.1829 -1.4488
N -1.3433 -3.1756 -2.1542
N -0.4818 -1.8327 -3.5790
H -1.6152 -3.4522 -1.2217
H -1.3795 -3.8378 -2.9159
H -0.5493 -2.5834 -4.2513
H 0.0812 -1.0238 -3.8000
C -0.9095 2.9644 2.2815
O -0.5224 2.2167 1.3963
N -0.3310 4.1152 2.4614
N -2.0129 2.7444 2.9063
H 0.5101 4.3154 1.9393
H -0.6175 4.7037 3.2305
H -2.3911 3.4269 3.5476
H -2.4087 1.8574 2.6296
C 1.8644 -0.3990 3.3960
O 1.5561 0.2291 2.3833
N 3.1075 -0.6262 3.7550
N 1.0837 -1.1437 4.0625
H 3.3380 -0.9336 4.6891
H 3.7900 -0.1228 3.2065
H 1.3885 -1.9863 4.5285
H 0.1163 -1.0521 3.7870
C 1.6693 -2.8641 0.1322
O 1.3239 -1.7054 0.4304
N 0.8713 -3.8576 -0.0987
N 2.8714 -3.1583 -0.1318
H 1.2743 -4.7600 -0.3072
H -0.1031 -3.7167 0.1267
H 2.9993 -4.0995 -0.4753
H 3.5393 -2.4022 -0.1796
C 5.1797 0.0960 -1.0954
O 6.3162 -0.3198 -1.0922
N 4.4662 0.4627 -2.1313
N 4.3870 0.1377 -0.0748
H 4.9829 0.5243 -2.9970
H 3.5735 0.9307 -2.0669
H 4.7102 -0.1460 0.8390
H 3.4731 0.5392 -0.2285
*
```

Mulliken atomic charge list, values in e, 8 entries:
1 Ca 1.751
2 C -2.134
3 C 2.015
4 C -1.366
5 C -0.718
6 C -1.310
7 C 1.487
8 N -0.965

---

# 2
Here is a 3-piece molecular cluster, C26H56F3N8O7P2S overall from the Open Molecules 2025 dataset. Energies are from the ωB97M-V functional and the def2-TZVPD basis.

DFT total energy   -91675.7882 eV
Strongest force on any atom   7.29 eV/Å
Highest occupied orbital energy   -9.30 eV

Geometry as ORCA input:
```
! RIJCOSX wB97M-V def2-TZVPD def2/J DEFGRID3
* xyz 1 1
C 4.1365 -1.0029 -0.7183
C 3.5238 -1.5993 0.5126
C 4.1455 -2.3252 1.4745
C 5.6321 -2.6262 1.3846
C 5.7131 -3.7366 0.2644
C 6.6872 -4.8650 0.5647
O 5.2258 -4.9940 0.6300
N 3.2160 -2.7321 2.4340
S 3.6438 -3.6764 3.8043
C 4.8000 -2.6943 4.7905
O 4.3300 -4.8534 3.4021
O 2.5131 -4.0222 4.6092
C 2.0132 -2.2458 2.0310
C 0.7554 -2.5309 2.8001
C 0.3649 -4.0444 2.5254
C -0.9130 -4.1716 1.7125
F -0.8678 -5.3634 1.0672
F -1.0014 -3.2267 0.7536
F -2.0101 -4.2146 2.4662
N 2.1682 -1.5806 0.9143
C 1.0238 -0.9659 0.2011
C 1.2672 0.4587 -0.3188
O 1.7909 0.5655 -1.6473
C 0.9942 0.0139 -2.6193
O 0.6141 0.6341 -3.5751
H 5.2204 -1.1378 -0.7508
H 3.9741 0.0821 -0.7077
H 3.7419 -1.4455 -1.6409
H 6.1917 -1.7728 1.0002
H 6.0489 -3.0841 2.2814
H 5.6261 -3.4067 -0.7763
H 7.0508 -5.4538 -0.2724
H 7.1626 -4.8475 1.5413
H 5.7985 -3.0304 4.4936
H 4.6485 -1.6211 4.6456
H 4.6442 -3.0011 5.8288
H -0.1008 -1.9291 2.4937
H 0.9176 -2.4347 3.8761
H 1.1674 -4.5091 1.9359
H 0.3328 -4.6047 3.4628
H 0.2138 -0.8909 0.9317
H 0.6758 -1.6835 -0.5475
H 1.9321 1.0220 0.3482
H 0.3060 0.9944 -0.2927
H 0.7238 -1.0628 -2.5756
O 0.8929 3.9004 1.9681
P 0.5546 5.2392 1.3240
N 0.6270 4.6759 -0.3087
C 1.6304 4.8633 -1.3303
C -0.4926 3.8730 -0.7563
N 1.9406 6.0707 1.8994
C 2.8556 6.8963 1.1323
C 2.7135 5.3994 2.9458
N -0.1436 6.7968 0.8272
C -1.5088 6.9293 1.3792
C -0.1275 7.3823 -0.4967
H 1.2238 5.4036 -2.1961
H 2.0052 3.9028 -1.7076
H 2.4955 5.4206 -0.9830
H -1.3693 4.4962 -0.9872
H -0.7816 3.1536 0.0182
H -0.2528 3.3004 -1.6546
H 3.5340 6.2995 0.5132
H 3.4856 7.4848 1.8034
H 2.3536 7.6427 0.5216
H 3.3360 4.5940 2.5345
H 2.0653 4.9834 3.7109
H 3.3708 6.1066 3.4555
H -2.2146 6.2489 0.8908
H -1.8888 7.9466 1.2718
H -1.5046 6.6985 2.4502
H -0.7878 6.8706 -1.2092
H 0.8697 7.4388 -0.9255
H -0.4693 8.4179 -0.4228
O -5.6803 -1.1168 -0.2827
P -5.0804 -1.3912 -1.6485
N -6.5732 -1.6724 -2.4649
C -7.1856 -2.9000 -2.9135
C -7.3740 -0.4974 -2.7647
N -4.2025 -2.7944 -1.1740
C -4.1677 -4.0831 -1.8408
C -4.0932 -3.0341 0.2661
N -4.1680 -1.3699 -3.1792
C -3.5879 -0.0285 -3.3941
C -4.5931 -1.8931 -4.4603
H -7.3070 -2.9099 -4.0060
H -8.1862 -3.0293 -2.4847
H -6.6162 -3.7856 -2.6468
H -6.9715 0.0473 -3.6329
H -7.3948 0.1896 -1.9145
H -8.4079 -0.7580 -2.9895
H -5.0816 -4.6624 -1.6745
H -3.3431 -4.6878 -1.4520
H -3.9615 -4.0110 -2.9064
H -5.0222 -3.4442 0.6801
H -3.8461 -2.1207 0.8010
H -3.2948 -3.7367 0.4845
H -4.3559 0.7167 -3.6284
H -2.8582 -0.0301 -4.2068
H -3.0630 0.3029 -2.4903
H -5.3846 -1.2981 -4.9341
H -4.9196 -2.9285 -4.4102
H -3.7357 -1.8929 -5.1392
*
```

Mulliken atomic charge list, values in e, 8 entries:
1 C -1.661
2 C 1.426
3 C -0.600
4 C -1.354
5 C 0.276
6 C -0.421
7 O -0.374
8 N 0.294

---

# 3
Here is a 3-piece molecular cluster, C26H56N2O5P overall from the Open Molecules 2025 dataset. Energies are from the ωB97M-V functional and the def2-TZVPD basis.

DFT total energy   -50372.5568 eV
Strongest force on any atom   2.08 eV/Å
Highest occupied orbital energy (alpha / beta)   -3.99 / -3.99 eV

Geometry as ORCA input:
```
! RIJCOSX wB97M-V def2-TZVPD def2/J DEFGRID3
* xyz -1 3
C 0.8958 -0.6537 1.3822
C 1.7639 0.3896 0.6968
C 1.8868 0.1120 -0.7977
C 1.4125 1.8468 1.0010
C 1.3950 2.0936 2.5191
C 0.0856 2.3597 0.3681
O -0.7127 1.3569 -0.2131
C -1.9226 1.0936 0.4940
C -3.0466 2.1056 0.2932
O -4.2400 1.4162 0.6245
P -4.0053 -0.3135 0.7700
O -2.4165 -0.0853 0.0004
H 1.3943 -1.6129 1.2651
H -0.0852 -0.7471 0.9406
H 0.8473 -0.4825 2.4486
H 2.7648 0.2470 1.1060
H 0.9011 -0.0823 -1.1963
H 2.3287 0.9685 -1.2943
H 2.4961 -0.7685 -0.9528
H 2.2245 2.4529 0.6072
H 1.6244 3.1345 2.7038
H 0.4368 1.8234 2.9379
H 2.1780 1.4890 2.9660
H -0.4838 2.8725 1.1417
H 0.3242 3.1220 -0.3702
H -1.6832 1.0555 1.5624
H -2.9277 2.8584 1.0785
H -3.0805 2.5615 -0.6897
H -5.3251 -0.5711 1.3240
H -3.4582 -0.1972 2.0996
H -3.7462 -1.7565 0.8738
H -4.5812 -0.5387 -0.5544
C -6.8655 -1.6057 -2.5412
C -6.3243 -3.0127 -2.8873
C -4.8879 -2.9431 -3.4192
C -4.7663 -2.5066 -4.8769
C -5.6710 -3.3599 -5.7641
C -7.1272 -3.3352 -5.3021
N -7.2289 -3.7101 -3.8583
O -7.1511 -4.9932 -3.7298
C -7.7151 -1.9392 -5.5818
C -7.9563 -4.3031 -6.1386
C -6.2750 -3.7557 -1.5576
H -7.5243 -1.1714 -3.2877
H -7.4603 -1.6340 -1.6286
H -6.0442 -0.9104 -2.3686
H -4.4296 -3.9334 -3.3241
H -4.3100 -2.2772 -2.7770
H -5.0051 -1.4447 -4.9795
H -3.7296 -2.6173 -5.2019
H -5.6206 -3.0138 -6.7997
H -5.3041 -4.3914 -5.7626
H -8.7209 -1.8504 -5.1687
H -7.7830 -1.7821 -6.6594
H -7.1101 -1.1246 -5.1932
H -7.5556 -5.3145 -6.1147
H -7.9578 -3.9728 -7.1776
H -8.9898 -4.3338 -5.7896
H -7.2784 -3.9256 -1.1647
H -5.7241 -3.1439 -0.8412
H -5.7700 -4.7172 -1.6374
C 7.1325 3.6624 4.8166
C 6.5648 2.2501 4.5218
C 7.6132 1.1569 4.7698
C 8.6516 1.0009 3.6611
C 7.9584 0.8442 2.3094
C 7.0019 1.9965 2.0090
N 6.0284 2.1796 3.1299
O 5.0952 1.2925 3.0495
C 7.8231 3.2719 1.7388
C 6.2384 1.7180 0.7189
C 5.4415 2.0464 5.5329
H 7.4393 4.2099 3.9321
H 6.3761 4.2866 5.2928
H 7.9908 3.6121 5.4885
H 7.0981 0.1982 4.8852
H 8.1085 1.3526 5.7225
H 9.3385 1.8520 3.6544
H 9.2632 0.1182 3.8603
H 8.6998 0.7800 1.5103
H 7.4074 -0.1012 2.2986
H 7.1696 4.1379 1.6245
H 8.3824 3.1542 0.8106
H 8.5586 3.4931 2.5091
H 5.7087 0.7683 0.7496
H 6.9399 1.6777 -0.1141
H 5.5138 2.5076 0.5160
H 4.6143 2.7312 5.3455
H 5.8314 2.2449 6.5322
H 5.0517 1.0308 5.5212
*
```

Mulliken atomic charge list, values in e, 8 entries:
1 C -1.623
2 C 0.709
3 C -1.886
4 C 0.753
5 C -1.850
6 C -1.027
7 O -0.290
8 C -0.046